Entry 1:
The following is a quantum chemistry calculation of a molecular structure, C38H28IrN5, from the OMol25 dataset.

Geometry (Å):
Ir -0.645 0.952 0.062
C 3.130 -2.131 2.925
C 1.756 -2.331 2.953
C 0.889 -1.309 2.599
C 1.398 -0.075 2.207
C 2.775 0.132 2.185
C 3.636 -0.894 2.546
N 0.512 0.934 1.769
C 0.460 2.114 2.385
C 1.150 2.476 3.580
C 0.987 3.722 4.107
C 0.147 4.697 3.510
C -0.540 4.386 2.376
C -0.389 3.102 1.816
N -1.035 2.690 0.683
N -1.803 3.490 0.019
C -2.388 2.863 -1.048
C -3.341 3.542 -1.815
C -4.004 2.861 -2.806
C -3.735 1.507 -3.009
C -2.773 0.903 -2.235
N -2.075 1.570 -1.307
H 3.804 -2.932 3.199
H 1.356 -3.291 3.255
H -0.185 -1.453 2.589
H 3.160 1.091 1.859
H 4.706 -0.730 2.518
H 1.791 1.753 4.063
H 1.516 3.975 5.018
H 0.053 5.676 3.959
H -1.197 5.090 1.886
H -3.540 4.578 -1.586
H -4.748 3.367 -3.407
H -4.269 0.930 -3.749
H -2.541 -0.148 -2.323
C -1.929 -0.488 0.673
C -2.514 -1.555 0.711
C -3.150 -2.838 0.771
C -4.383 -3.055 0.150
C -4.977 -4.307 0.181
C -4.351 -5.362 0.831
C -3.127 -5.157 1.454
C -2.532 -3.906 1.427
H -4.867 -2.229 -0.354
H -5.933 -4.459 -0.303
H -4.816 -6.339 0.855
H -2.635 -5.975 1.965
H -1.576 -3.742 1.908
N 0.936 1.831 -0.905
C 1.578 0.901 -1.476
C 0.981 -0.492 -1.454
C -0.044 -0.793 -2.361
C -0.634 -2.046 -2.378
C -0.216 -3.017 -1.479
C 0.818 -2.745 -0.597
C 1.423 -1.498 -0.589
C 2.867 1.124 -2.185
C 3.460 0.115 -2.936
C 4.665 0.342 -3.591
C 5.285 1.576 -3.494
C 4.698 2.588 -2.741
C 3.499 2.365 -2.090
H -0.347 -0.027 -3.065
H -1.426 -2.264 -3.083
H -0.697 -3.987 -1.469
H 1.154 -3.503 0.099
H 2.243 -1.299 0.086
H 2.980 -0.854 -3.014
H 5.116 -0.450 -4.175
H 6.225 1.753 -4.001
H 5.182 3.553 -2.662
H 3.026 3.138 -1.498

HOMO (spin up / spin down) = -0.2630 / -0.2630 Ha
ΔE to the lowest compared entry with this formula, charge and spin = 0.0 kcal per mole
electronic energy = -1842.90975 Ha
orbital gap (spin up / spin down) = 6.044 / 6.042 eV
multiplicity = 1
net charge = 0



Entry 2:
The following is a quantum chemistry calculation of a molecular structure, C38H28N7O4PbS, from the OMol25 dataset.

Geometry (Å):
Pb 0.328 1.390 -0.387
N -0.722 1.251 4.223
C -0.807 1.876 3.016
N -1.685 1.625 2.126
C -2.661 0.670 2.374
N -3.623 0.488 1.544
N -3.440 1.111 0.339
C -3.901 2.262 0.109
C -3.631 2.870 -1.214
C -4.017 4.180 -1.467
C -3.698 4.748 -2.691
C -3.008 3.986 -3.617
C -2.673 2.679 -3.278
N -2.978 2.127 -2.113
C -2.572 -0.131 3.606
C -3.407 -1.214 3.871
C -3.248 -1.961 5.022
C -2.235 -1.636 5.924
C -1.392 -0.572 5.676
C -1.559 0.180 4.515
H 0.084 1.419 4.801
H -0.061 2.633 2.788
H -4.420 2.857 0.863
H -4.540 4.744 -0.705
H -3.974 5.771 -2.911
H -2.718 4.388 -4.578
H -2.120 2.053 -3.972
H -4.173 -1.452 3.145
H -3.900 -2.801 5.220
H -2.101 -2.224 6.823
H -0.594 -0.323 6.367
C -2.446 -2.776 -1.346
C -1.751 -3.700 -0.583
C -0.807 -3.250 0.322
C -0.594 -1.877 0.454
N -1.239 -0.994 -0.312
C -2.140 -1.434 -1.185
C 0.411 -1.330 1.409
C 0.822 -2.086 2.510
C 1.799 -1.606 3.364
C 2.380 -0.367 3.120
C 1.948 0.399 2.047
C 0.946 -0.064 1.193
H -3.193 -3.083 -2.065
H -1.932 -4.762 -0.702
H -0.225 -3.947 0.907
H -2.629 -0.668 -1.772
H 0.374 -3.052 2.701
H 2.121 -2.206 4.206
H 3.174 -0.003 3.762
H 2.404 1.363 1.850
O 0.100 3.225 0.202
O 7.010 0.580 -2.199
S 6.281 0.327 -0.980
O 7.069 0.138 0.214
N 5.102 1.400 -0.754
C 3.895 0.851 -0.815
O 2.833 1.480 -0.633
C 3.925 -0.637 -1.110
C 2.880 -1.528 -1.279
C 3.175 -2.861 -1.534
C 4.494 -3.298 -1.622
C 5.546 -2.402 -1.465
C 5.227 -1.084 -1.214
H 1.855 -1.192 -1.230
H 2.365 -3.568 -1.672
H 4.701 -4.342 -1.821
H 6.577 -2.722 -1.539
C 0.767 0.602 -5.321
C 1.421 1.630 -4.656
C 1.265 1.789 -3.284
C 0.456 0.916 -2.561
C -0.206 -0.103 -3.235
C -0.049 -0.264 -4.607
H 0.897 0.474 -6.389
H 2.065 2.309 -5.202
H 1.791 2.587 -2.775
H -0.856 -0.787 -2.700
H -0.564 -1.071 -5.116

HOMO = -0.1963 Ha
ΔE to the lowest compared entry with this formula, charge and spin = 0.0 kcal per mole
electronic energy = -2740.13421 Ha
orbital gap = 7.645 eV
multiplicity = 1
net charge = -1



Entry 3:
The following is a quantum chemistry calculation of a molecular structure, C38H28N7PdS3SbSe, from the OMol25 dataset.

Geometry (Å):
Pd -0.092 0.595 0.178
N -5.916 5.669 6.030
C -5.210 5.329 5.187
C -4.318 4.915 4.136
C -3.690 3.672 4.196
C -2.830 3.280 3.190
C -2.572 4.142 2.121
C -3.216 5.377 2.050
C -4.086 5.759 3.052
N -1.668 3.755 1.139
C -1.641 4.140 -0.194
C -0.574 3.522 -0.743
N 0.093 2.779 0.216
C -0.594 2.921 1.328
H -3.894 3.003 5.021
H -2.382 2.296 3.197
H -3.019 6.037 1.217
H -4.580 6.720 3.005
H -2.443 4.696 -0.643
H -0.263 3.494 -1.774
H -0.257 2.623 2.309
C 5.292 1.131 5.992
C 4.010 0.694 6.293
C 3.108 0.432 5.270
C 3.450 0.563 3.921
C 4.739 1.023 3.648
C 5.649 1.302 4.662
Sb 1.816 0.369 2.366
C 1.741 -1.775 2.578
C 1.831 -2.590 1.449
C 1.705 -3.968 1.557
C 1.480 -4.557 2.794
C 1.381 -3.758 3.923
C 1.508 -2.378 3.810
C 3.287 0.325 0.800
C 4.335 -0.595 0.840
C 5.266 -0.659 -0.186
C 5.159 0.198 -1.274
C 4.127 1.121 -1.322
C 3.199 1.185 -0.289
H 6.000 1.345 6.784
H 3.708 0.567 7.328
H 2.101 0.128 5.543
H 5.051 1.162 2.619
H 6.644 1.654 4.409
H 1.982 -2.158 0.466
H 1.765 -4.573 0.661
H 1.369 -5.632 2.876
H 1.200 -4.204 4.895
H 1.422 -1.775 4.707
H 4.422 -1.276 1.679
H 6.061 -1.395 -0.146
H 5.867 0.130 -2.091
H 4.015 1.772 -2.179
H 2.379 1.889 -0.356
Se 0.253 0.486 -2.567
C 1.262 -1.047 -2.415
N 1.892 -2.013 -2.291
N -1.380 -2.178 0.294
C -0.732 -1.206 0.399
H -2.057 -2.773 -0.130
S -5.200 -1.806 -4.551
C -4.581 -0.668 -3.476
S -4.487 -0.911 -1.770
C -3.744 0.659 -1.524
N -3.577 1.300 -2.651
N -4.042 0.537 -3.720
C -3.816 1.123 -4.997
C -4.786 1.099 -5.988
C -4.523 1.702 -7.210
C -3.306 2.326 -7.443
C -2.346 2.348 -6.439
C -2.595 1.751 -5.215
S -3.320 1.157 0.038
H -5.728 0.608 -5.800
H -5.281 1.681 -7.984
H -3.104 2.787 -8.402
H -1.389 2.826 -6.609
H -1.859 1.746 -4.424

HOMO = -0.0428 Ha
ΔE to the lowest compared entry with this formula, charge and spin = 0.0 kcal per mole
electronic energy = -5812.31438 Ha
orbital gap = 5.007 eV
multiplicity = 1
net charge = -2



ΔE to the lowest compared entry with this formula, charge and spin of number 3 (C38H28N7PdS3SbSe)? 0.0 kcal per mole



Which of these has the lowest net charge? C38H28N7PdS3SbSe